A molecular structure, C37H41EuN13S. Source: OMol25; level of theory: wB97M-V/def2-TZVPD.

Element x y z (Å)
Eu -0.24 0.71 0.34
C -1.01 3.69 4.19
C -0.43 2.92 3.05
N -1.15 2.16 2.29
N -2.48 2.20 2.60
C -3.26 1.29 2.05
N -4.57 1.46 2.27
S -2.82 -0.14 1.16
C 1.00 3.05 2.69
C 1.91 3.86 3.35
C 3.20 3.98 2.85
C 3.56 3.31 1.69
C 2.58 2.53 1.13
N 1.37 2.37 1.60
H -1.69 3.06 4.77
H -1.62 4.51 3.80
H -0.25 4.10 4.85
H -4.89 2.27 2.77
H -5.24 0.80 1.91
H 1.63 4.41 4.23
H 3.93 4.60 3.36
H 4.55 3.41 1.25
H 3.76 1.72 -0.36
C 4.74 -2.63 0.91
C 3.36 -2.74 1.02
C 2.53 -1.68 0.68
C 3.05 -0.48 0.20
C 4.44 -0.38 0.08
C 5.27 -1.44 0.44
N 2.13 0.54 -0.16
N 2.76 1.83 -0.18
C 2.19 2.71 -1.23
C 3.02 3.39 -2.07
C 2.43 4.30 -2.94
C 1.05 4.48 -2.88
C 0.31 3.71 -2.00
N 0.87 2.82 -1.17
H 5.38 -3.45 1.17
H 2.92 -3.67 1.37
H 1.46 -1.80 0.76
H 4.94 0.50 -0.33
H 6.34 -1.33 0.33
H 4.09 3.22 -2.08
H 3.03 4.86 -3.63
H 0.56 5.19 -3.52
H -0.76 3.79 -1.96
N 1.20 -7.62 -7.13
C 0.96 -6.92 -6.26
C 0.65 -6.04 -5.16
C -0.26 -6.42 -4.18
C -0.56 -5.58 -3.13
C 0.06 -4.34 -3.05
C 0.98 -3.95 -4.01
C 1.27 -4.79 -5.06
N -0.27 -3.45 -1.96
C -0.90 -3.80 -0.78
C -1.01 -2.65 -0.06
N -0.46 -1.60 -0.78
C -0.02 -2.13 -1.90
H -0.75 -7.39 -4.26
H -1.30 -5.89 -2.40
H 1.49 -3.00 -3.95
H 1.99 -4.50 -5.81
H -1.21 -4.80 -0.55
H -1.48 -2.51 0.89
H 0.47 -1.59 -2.69
C -5.28 1.99 -4.01
C -4.06 1.82 -3.15
C -3.94 2.44 -1.91
C -2.80 2.25 -1.16
N -1.78 1.46 -1.54
C -1.90 0.86 -2.74
C -2.99 1.02 -3.56
H -5.94 2.76 -3.62
H -5.84 1.05 -4.06
H -4.99 2.24 -5.03
H -4.72 3.09 -1.53
H -2.70 2.74 -0.20
H -1.06 0.25 -3.05
H -3.02 0.51 -4.51
N -2.08 -2.09 5.97
C -0.80 -1.78 5.22
C -1.11 -0.99 3.95
N 0.06 -0.78 3.10
H -1.91 -2.70 6.78
H -2.75 -2.56 5.37
H -2.52 -1.24 6.32
H -0.32 -2.73 4.99
H -0.16 -1.23 5.91
H -1.53 -0.01 4.21
H -1.88 -1.50 3.37
H 0.49 -1.66 2.85
H 0.77 -0.26 3.61

The net charge is +3. The multiplicity is 7. The HOMO-LUMO gap (spin up / spin down) is 6.1 / 7.1 eV. The value obtained for the molar mass is 851.86 g mol⁻¹.

A molecular structure, C8H24BF4KO4. Source: OMol25; level of theory: wB97M-V/def2-TZVPD.

Element x y z (Å)
K 1.17 -1.06 -0.01
B 1.31 -1.64 3.29
F -0.08 -1.56 3.04
F 1.63 -2.56 4.26
F 2.02 -2.03 2.10
F 1.76 -0.34 3.62
C 0.44 2.03 -2.61
C 1.90 1.67 -2.87
O 2.35 0.82 -1.82
H 0.02 2.66 -3.39
H 0.36 2.57 -1.67
H -0.27 1.20 -2.50
H 2.46 2.61 -2.83
H 1.98 1.21 -3.86
H 3.30 0.95 -1.77
C -3.08 0.73 2.05
C -2.75 -0.06 0.78
O -1.37 -0.47 0.86
H -4.07 1.18 1.96
H -2.38 1.53 2.27
H -3.13 0.05 2.90
H -2.77 0.64 -0.05
H -3.41 -0.91 0.68
H -1.19 -0.88 1.72
C -1.42 -4.38 -1.71
C -1.84 -2.97 -2.09
O -0.69 -2.09 -1.88
H -2.16 -5.13 -2.04
H -1.51 -4.59 -0.64
H -0.44 -4.60 -2.13
H -2.63 -2.57 -1.46
H -2.09 -2.96 -3.15
H -0.43 -1.89 -2.78
C 2.62 2.99 0.79
C 1.37 2.60 1.53
O 1.21 1.19 1.54
H 3.05 3.97 1.03
H 2.55 2.86 -0.29
H 3.44 2.31 1.06
H 0.48 3.09 1.09
H 1.31 2.93 2.57
H 1.00 0.89 2.43

The net charge is 0. As for the relative energy (zero: lowest compared OMol25 entry of this formula, charge and spin): 7.5 kcal/mol. The HOMO-LUMO gap is 9.7 eV. The value obtained for the molar mass is 310.18 g mol⁻¹.

A molecular structure, C48H51BrCsN9O6PS. Source: OMol25; level of theory: wB97M-V/def2-TZVPD.

Element x y z (Å)
Cs 0.68 -0.99 0.94
C 0.62 1.59 -6.82
C 0.83 0.86 -5.52
C 1.59 -0.25 -5.41
C 1.73 -0.96 -4.16
C 2.53 -2.08 -4.17
N 2.68 -3.08 -3.28
C 1.67 -3.62 -2.38
C 0.62 -4.43 -3.15
C -0.65 -4.67 -2.35
N -1.49 -3.48 -2.33
C -2.60 -3.37 -2.99
C -3.41 -2.23 -2.99
C -4.59 -2.21 -3.79
C -5.38 -1.11 -3.87
C -6.63 -1.07 -4.70
C -5.00 0.02 -3.08
C -3.91 0.06 -2.26
C -3.68 1.27 -1.46
N -3.01 1.26 -0.39
C -2.82 2.52 0.30
C -1.33 2.75 0.54
C -0.59 3.43 -0.61
N -0.51 2.72 -1.89
C 0.02 1.57 -1.86
C 0.40 0.85 -3.10
C 0.25 1.41 -4.32
C 1.12 -0.42 -2.95
O 1.24 -0.95 -1.85
C -3.00 -1.08 -2.21
O -1.94 -1.09 -1.54
H 1.17 1.11 -7.63
H 0.95 2.63 -6.75
H -0.44 1.61 -7.09
H 2.08 -0.66 -6.29
H 3.19 -2.19 -5.03
H 3.42 -3.72 -3.51
H 1.21 -2.79 -1.85
H 2.18 -4.24 -1.65
H 1.04 -5.39 -3.46
H 0.37 -3.88 -4.06
H -0.45 -4.93 -1.31
H -1.24 -5.47 -2.80
H -1.26 -2.66 -1.75
H -2.90 -4.23 -3.58
H -4.84 -3.10 -4.36
H -6.70 -1.94 -5.35
H -6.65 -0.18 -5.35
H -7.54 -1.04 -4.09
H -5.63 0.90 -3.12
H -4.13 2.19 -1.86
H -3.33 2.44 1.26
H -3.27 3.37 -0.24
H -0.90 1.77 0.76
H -1.19 3.37 1.43
H 0.43 3.66 -0.29
H -1.08 4.39 -0.80
H 0.34 1.08 -0.94
H -0.28 2.36 -4.37
N 6.47 4.87 3.94
C 5.76 3.79 3.39
C 6.44 2.73 2.80
C 5.74 1.68 2.23
C 4.36 1.67 2.24
C 3.67 2.73 2.83
C 4.37 3.78 3.40
S 3.42 0.34 1.55
O 2.33 0.13 2.49
O 4.31 -0.79 1.38
N 2.76 0.89 0.22
C 3.57 1.26 -0.80
N 4.92 1.14 -0.74
C 5.60 1.52 -1.80
C 5.02 2.02 -2.96
C 3.63 2.13 -2.92
N 2.92 1.78 -1.87
H 7.40 4.65 4.24
H 5.96 5.36 4.66
H 7.53 2.73 2.79
H 6.26 0.85 1.76
H 2.59 2.71 2.86
H 3.83 4.60 3.86
H 6.68 1.43 -1.73
H 5.60 2.31 -3.82
H 3.08 2.51 -3.77
Br -1.98 -5.97 6.45
C -2.36 -5.62 4.62
C -3.40 -6.29 4.01
N -3.72 -6.09 2.73
C -2.98 -5.23 2.04
C -1.92 -4.51 2.58
C -1.61 -4.70 3.91
C -1.14 -3.53 1.72
O -0.99 -3.86 0.52
O -0.72 -2.49 2.28
H -4.00 -7.00 4.57
H -3.23 -5.09 1.00
H -0.81 -4.14 4.38
C 0.10 -0.33 4.89
P -0.65 0.85 3.70
C -2.31 0.09 3.52
C -1.07 2.28 4.79
C -0.57 3.53 4.46
C -0.84 4.65 5.24
C -1.63 4.52 6.37
C -2.13 3.28 6.72
C -1.85 2.17 5.94
H -0.45 -0.39 5.83
H 1.13 -0.06 5.07
H 0.08 -1.31 4.41
H -2.79 -0.15 4.48
H -2.19 -0.84 2.96
H -2.97 0.75 2.96
H 0.05 3.64 3.57
H -0.44 5.62 4.96
H -1.85 5.39 6.99
H -2.75 3.17 7.61
H -2.25 1.20 6.22

The net charge is -1. As for the relative energy (zero: lowest compared OMol25 entry of this formula, charge and spin): 21.9 kcal/mol. The HOMO-LUMO gap is 7.1 eV. The value obtained for the molar mass is 1125.84 g mol⁻¹.

2 unconnected molecules or ions with the total composition C3H3ClF2. Source: OMol25; level of theory: wB97M-V/def2-TZVPD.

Element x y z (Å)
C 0.67 0.13 1.56
C -0.02 1.07 2.14
C -0.30 -0.78 -0.60
F 0.08 1.24 3.47
F 0.43 -0.52 -1.63
Cl -0.91 2.35 1.48
H 1.17 -0.73 2.13
H -1.34 -0.51 -0.53
H 0.10 -1.61 -0.07

The net charge is 0. As for the relative energy (zero: lowest compared OMol25 entry of this formula, charge and spin): 107.7 kcal/mol. The HOMO-LUMO gap (spin up / spin down) is 9.4 / 8.4 eV. The value obtained for the molar mass is 112.51 g mol⁻¹.

2 unconnected molecules or ions with the total composition C7H12O. Source: OMol25; level of theory: wB97M-V/def2-TZVPD.

Element x y z (Å)
C -1.78 0.60 -0.11
C -2.62 0.68 0.96
C 0.08 -0.50 1.00
C -0.56 -0.15 -0.22
C 0.08 -0.39 -1.49
C -0.22 0.20 -2.67
C 1.07 -1.60 1.21
H -2.02 1.29 -0.92
H -2.36 0.56 2.01
H -3.60 1.14 0.87
H -0.03 0.19 1.84
H 1.02 -0.93 -1.39
H 0.45 -0.01 -3.50
H -0.96 0.98 -2.75
H 1.53 -1.55 2.18
H 0.54 -2.57 1.18
H 1.86 -1.77 0.46
H 2.66 1.97 0.10
H 2.11 0.82 0.97
O 2.74 1.03 0.27

The net charge is -1. As for the relative energy (zero: lowest compared OMol25 entry of this formula, charge and spin): 27.0 kcal/mol. The multiplicity is 2. The HOMO-LUMO gap (spin up / spin down) is 4.5 / 6.3 eV. The value obtained for the molar mass is 112.17 g mol⁻¹.

A molecular structure, C4H17N2O2. Source: OMol25; level of theory: wB97M-V/def2-TZVPD.

Element x y z (Å)
N 0.64 2.15 -0.14
C -0.49 1.70 0.76
C -1.23 0.57 0.11
N -0.23 -0.20 -0.76
C 0.42 -1.18 0.06
C 1.71 -1.71 -0.52
H 1.57 2.21 0.26
H 0.61 3.08 -0.64
H 0.57 1.02 -0.74
H 0.22 1.53 1.64
H -1.13 2.65 0.99
H -2.08 0.92 -0.57
H -1.70 -0.11 0.86
H -0.60 -0.39 -1.67
H -0.44 -1.93 0.20
H 0.47 -0.60 1.05
H 2.46 -0.93 -0.38
H 2.08 -2.62 0.03
H 1.71 -2.03 -1.63
H 0.32 -0.80 3.25
H 1.60 -0.04 3.76
O 1.24 -0.60 3.07
H -1.94 -1.17 -3.33
H -3.31 -0.75 -3.03
O -2.48 -0.77 -2.63

The net charge is +1. As for the relative energy (zero: lowest compared OMol25 entry of this formula, charge and spin): 58.0 kcal/mol. The HOMO-LUMO gap is 11.0 eV. The value obtained for the molar mass is 125.19 g mol⁻¹.

A molecular structure, CuH14O7. Source: OMol25; level of theory: wB97M-V/def2-TZVPD.

Element x y z (Å)
Cu 0.01 -0.17 -0.16
O 2.21 0.35 2.19
H 2.47 -0.23 1.47
H 1.95 -0.24 2.91
O 2.61 -0.83 -0.31
H 3.52 -0.51 -0.45
H 2.63 -1.76 -0.60
O -0.88 2.37 0.43
H -1.73 2.08 0.07
H -0.55 3.00 -0.23
O 0.39 0.88 -2.25
H 1.26 0.61 -2.57
H 0.11 1.59 -2.84
O -2.71 0.71 -0.84
H -2.94 0.01 -1.46
H -3.45 0.74 -0.22
O -0.89 -0.28 1.98
H -0.49 -0.55 2.81
H -1.16 0.64 2.11
O -0.65 -2.48 -0.51
H -0.18 -3.04 -1.13
H -1.52 -2.88 -0.43

The net charge is +1. As for the relative energy (zero: lowest compared OMol25 entry of this formula, charge and spin): 8.9 kcal/mol. The HOMO-LUMO gap is 9.3 eV. The value obtained for the molar mass is 189.65 g mol⁻¹.

A molecular structure, C16H21NO3. Source: OMol25; level of theory: wB97M-V/def2-TZVPD.

Element x y z (Å)
O -0.57 2.69 -0.28
C -0.49 1.48 -0.53
N 0.62 0.83 -0.74
H 0.44 -0.29 -0.77
C 1.82 1.13 -0.81
C 2.28 1.35 0.83
H 3.31 1.08 0.95
C 1.60 0.62 1.73
C 1.49 -0.89 1.56
H 0.76 -1.23 0.99
H 1.24 -1.14 2.65
C 2.72 -1.51 1.05
H 3.72 -1.28 1.45
C 2.98 -1.64 -0.33
C 3.62 -0.56 -1.21
H 4.32 -0.15 -0.30
H 4.20 -1.11 -1.90
C 2.69 0.50 -1.55
H 2.20 0.24 -2.49
H 3.35 1.34 -1.98
H 1.94 -1.93 -0.90
H 3.46 -2.51 -0.40
H 2.81 -2.51 1.61
H 0.54 1.03 2.15
H 2.15 0.97 2.55
H 2.31 2.50 1.08
H 1.68 2.14 -1.05
C -1.89 0.88 -0.58
C -2.19 -0.46 -1.21
C -3.28 -1.15 -1.26
C -4.31 -0.52 -0.59
C -4.19 0.50 0.11
C -2.94 1.25 0.26
H -2.86 1.98 0.80
O -5.35 0.71 0.92
C -6.18 -0.03 0.58
O -5.56 -1.11 -0.53
H -6.54 -0.77 1.70
H -7.12 0.26 0.08
H -3.57 -1.86 -1.85
H -1.23 -0.85 -1.81

The net charge is 0. As for the relative energy (zero: lowest compared OMol25 entry of this formula, charge and spin): 329.9 kcal/mol. The HOMO-LUMO gap is 8.9 eV. The value obtained for the molar mass is 275.35 g mol⁻¹.

A molecular structure, C16H44N3O5Y. Source: OMol25; level of theory: wB97M-V/def2-TZVPD.

Element x y z (Å)
Y 0.21 -0.23 -0.28
C 2.35 3.14 1.76
C 1.48 2.06 2.35
C 0.30 2.65 3.12
O 1.01 1.15 1.39
H 2.85 3.77 2.50
H 1.83 3.73 0.99
H 3.15 2.70 1.16
H 2.07 1.47 3.07
H -0.30 3.30 2.47
H 0.66 3.27 3.94
H -0.36 1.84 3.45
C 3.15 1.18 -1.31
O 2.31 0.00 -1.29
H 4.06 1.02 -0.74
H 3.32 1.44 -2.36
H 2.60 2.03 -0.90
H 2.79 -0.69 -1.76
C -4.18 0.49 1.09
C -2.69 0.24 1.02
C -2.27 -0.90 1.92
O -0.86 -0.90 1.95
C -0.33 -1.23 3.25
N -2.16 -0.01 -0.35
H -4.59 0.79 2.05
H -4.75 -0.41 0.81
H -4.47 1.13 0.25
H -2.16 1.15 1.31
H -2.67 -1.82 1.45
H -2.74 -0.90 2.90
H -0.37 -0.36 3.90
H 0.71 -1.49 3.09
H -0.85 -2.09 3.67
H -2.60 -0.93 -0.51
H -2.70 0.59 -0.97
C 0.05 1.07 -4.94
C 0.33 0.93 -3.44
C -0.19 2.15 -2.68
O -0.26 1.97 -1.28
C -0.90 3.07 -0.65
N -0.32 -0.31 -2.88
H -0.95 0.76 -5.26
H 0.62 0.32 -5.50
H 0.20 2.09 -5.27
H 1.41 0.85 -3.37
H -1.20 2.40 -3.04
H 0.45 2.98 -2.98
H -0.24 3.95 -0.71
H -1.06 2.92 0.41
H -1.83 3.42 -1.10
H 0.20 -1.07 -3.33
H -1.12 -0.37 -3.53
C -0.77 -4.73 -0.38
C -0.33 -3.36 0.07
C 1.06 -3.32 0.76
O 1.52 -1.95 0.77
C 2.71 -1.84 1.55
N -0.39 -2.38 -0.99
H -0.01 -5.16 -1.05
H -1.73 -4.82 -0.89
H -0.71 -5.45 0.44
H -0.94 -3.03 0.91
H 1.73 -3.96 0.18
H 0.97 -3.73 1.76
H 2.56 -1.99 2.62
H 3.23 -0.88 1.50
H 3.46 -2.53 1.13
H 0.03 -2.65 -1.89
H -1.35 -2.50 -1.33

The net charge is +2. As for the relative energy (zero: lowest compared OMol25 entry of this formula, charge and spin): 23.1 kcal/mol. The HOMO-LUMO gap is 8.1 eV. The value obtained for the molar mass is 447.45 g mol⁻¹.

A single C6H10O molecule. Source: OMol25; level of theory: wB97M-V/def2-TZVPD.

Element x y z (Å)
C 0.18 -0.94 -2.19
C -0.48 -0.30 -1.40
C 0.04 0.43 -0.21
C -0.11 1.94 -0.34
O 1.46 0.12 -0.22
C -0.45 -0.12 1.13
C -0.41 -1.64 1.22
H 0.91 -1.48 -2.75
H 0.22 2.26 -1.33
H -1.14 2.28 -0.20
H 0.52 2.40 0.42
H 1.85 0.60 -0.96
H 0.22 0.32 1.87
H -1.46 0.25 1.33
H -0.65 -1.96 2.24
H 0.58 -2.02 0.96
H -1.14 -2.10 0.54

The net charge is 0. As for the relative energy (zero: lowest compared OMol25 entry of this formula, charge and spin): 59.9 kcal/mol. The HOMO-LUMO gap is 10.5 eV. The value obtained for the molar mass is 98.14 g mol⁻¹.

What did the ninth record say?
A molecular structure, C16H44N3O5Y. Source: OMol25; level of theory: wB97M-V/def2-TZVPD.

Element x y z (Å)
Y 0.21 -0.23 -0.28
C 2.35 3.14 1.76
C 1.48 2.06 2.35
C 0.30 2.65 3.12
O 1.01 1.15 1.39
H 2.85 3.77 2.50
H 1.83 3.73 0.99
H 3.15 2.70 1.16
H 2.07 1.47 3.07
H -0.30 3.30 2.47
H 0.66 3.27 3.94
H -0.36 1.84 3.45
C 3.15 1.18 -1.31
O 2.31 0.00 -1.29
H 4.06 1.02 -0.74
H 3.32 1.44 -2.36
H 2.60 2.03 -0.90
H 2.79 -0.69 -1.76
C -4.18 0.49 1.09
C -2.69 0.24 1.02
C -2.27 -0.90 1.92
O -0.86 -0.90 1.95
C -0.33 -1.23 3.25
N -2.16 -0.01 -0.35
H -4.59 0.79 2.05
H -4.75 -0.41 0.81
H -4.47 1.13 0.25
H -2.16 1.15 1.31
H -2.67 -1.82 1.45
H -2.74 -0.90 2.90
H -0.37 -0.36 3.90
H 0.71 -1.49 3.09
H -0.85 -2.09 3.67
H -2.60 -0.93 -0.51
H -2.70 0.59 -0.97
C 0.05 1.07 -4.94
C 0.33 0.93 -3.44
C -0.19 2.15 -2.68
O -0.26 1.97 -1.28
C -0.90 3.07 -0.65
N -0.32 -0.31 -2.88
H -0.95 0.76 -5.26
H 0.62 0.32 -5.50
H 0.20 2.09 -5.27
H 1.41 0.85 -3.37
H -1.20 2.40 -3.04
H 0.45 2.98 -2.98
H -0.24 3.95 -0.71
H -1.06 2.92 0.41
H -1.83 3.42 -1.10
H 0.20 -1.07 -3.33
H -1.12 -0.37 -3.53
C -0.77 -4.73 -0.38
C -0.33 -3.36 0.07
C 1.06 -3.32 0.76
O 1.52 -1.95 0.77
C 2.71 -1.84 1.55
N -0.39 -2.38 -0.99
H -0.01 -5.16 -1.05
H -1.73 -4.82 -0.89
H -0.71 -5.45 0.44
H -0.94 -3.03 0.91
H 1.73 -3.96 0.18
H 0.97 -3.73 1.76
H 2.56 -1.99 2.62
H 3.23 -0.88 1.50
H 3.46 -2.53 1.13
H 0.03 -2.65 -1.89
H -1.35 -2.50 -1.33

The net charge is +2. As for the relative energy (zero: lowest compared OMol25 entry of this formula, charge and spin): 23.1 kcal/mol. The HOMO-LUMO gap is 8.1 eV. The value obtained for the molar mass is 447.45 g mol⁻¹.